Record 1
DFT (ωB97M-V/def2-TZVPD) results for C9H9ClN2O2S in the gas phase in a non-equilibrium geometry.

The geometry in XYZ format:
```
24
Properties=species:S:1:pos:R:3:mulliken_charge:R:1
C 3.81831 0.99960 0.92458 -1.037
C 3.28589 0.40143 -0.40491 -0.417
C 1.79986 0.51294 -0.41790 0.671
C 1.16352 1.76788 -0.48403 -0.819
C -0.21255 1.89136 -0.30709 0.443
O -0.97687 2.88507 -0.34373 -0.698
N -0.88642 0.59936 -0.07084 0.039
C -2.24397 0.55245 -0.01201 0.093
Cl -3.25300 1.76944 0.47791 -0.111
C -2.60805 -1.06522 0.16557 0.457
O -3.86881 -1.44010 0.20398 -0.340
C -4.10760 -2.79894 -0.19728 -0.748
S -1.22469 -1.95050 -0.06723 -0.205
C -0.17642 -0.49710 -0.08129 0.458
N 1.09598 -0.60213 -0.25764 -0.538
H 4.75470 1.57144 0.83241 0.303
H 3.99125 0.16091 1.69294 0.257
H 2.99120 1.51586 1.34806 0.361
H 3.68282 -0.69494 -0.40311 0.244
H 3.80234 1.01822 -1.14253 0.297
H 1.65300 2.71665 -0.78042 0.344
H -5.18376 -3.04413 0.16195 0.225
H -3.38462 -3.40258 0.38624 0.334
H -3.91212 -2.86697 -1.22364 0.386
```

Computed properties:
Net charge: 0
Relative energy (zero: lowest compared OMol25 entry of this formula, charge and spin) (kJ/mol): 146.6
HOMO-LUMO gap (spin up / spin down) (eV): 7.47 / 7.47
Largest force on an atom (eV/A): 7.81
LUMO level (spin up / spin down) (eV): 0.121 / 0.123
Electronic energy (hartree): -1466.60911
SMILES string: CCc1cc(=O)n2c(Cl)c(OC)sc2n1

Record 2
DFT (ωB97M-V/def2-TZVPD) results for C9H9ClN2Se as an isolated structure in a non-equilibrium geometry.

The geometry in XYZ format:
```
22
Properties=species:S:1:pos:R:3:mulliken_charge:R:1
C -1.48682 -0.50980 0.35041 -0.580
C -1.49494 1.60428 -0.82109 -0.678
C -2.79955 -0.29619 0.58933 -0.366
C -2.88746 1.68083 -0.78394 -0.709
C -0.79528 0.47236 -0.34065 0.434
C -3.52692 0.78047 0.04387 0.339
C 3.14661 -2.18545 -0.37851 -0.604
C 2.93341 0.02686 1.30142 -0.561
C 0.71810 0.44006 -0.54607 -0.241
N 2.34706 -1.19545 -0.07701 0.478
N 1.26858 -0.84473 -0.61579 -0.872
Cl -5.18888 0.68787 0.30628 -0.212
Se 1.59916 1.24734 1.27018 0.208
H -0.88827 -1.33962 0.70695 0.410
H -1.06479 2.35462 -1.39041 0.400
H -3.21392 -1.13186 1.20250 0.268
H -3.38305 2.42286 -1.24953 0.560
H 2.94514 -2.60861 -1.29150 0.348
H 3.97405 -2.39030 0.19197 0.290
H 2.89625 -0.67393 2.23556 0.336
H 3.90530 0.42321 0.72830 0.337
H 0.99623 1.03518 -1.43230 0.416
```

Computed properties:
Net charge: 0
HOMO-LUMO gap (spin up / spin down) (eV): 5.33 / 4.66
Largest force on an atom (eV/A): 3.95
2S+1: 3
LUMO level (spin up / spin down) (eV): 0.439 / -3.055
Electronic energy (hartree): -3319.18571

Record 3
DFT (ωB97M-V/def2-TZVPD) results for a 2-piece molecular cluster, C9H9ClN4 overall in a non-equilibrium geometry.

The geometry in XYZ format:
```
23
Properties=species:S:1:pos:R:3:mulliken_charge:R:1
C -3.01850 1.42857 -0.75325 -0.062
C -2.26410 1.73168 0.33978 -0.573
C -2.76859 0.23442 -1.46073 -0.933
C -1.33363 0.84199 0.80192 0.033
C -1.79560 -0.60281 -0.96488 -0.038
C -1.00545 -0.32653 0.16772 0.437
C 1.73241 0.40754 -0.42183 0.055
C 3.78572 -0.86247 0.34349 -0.688
C 0.11013 -1.07990 0.55550 -0.234
N 1.48814 1.48299 -1.11411 -0.105
N 2.69129 1.91084 -1.48605 -0.534
N 3.63966 1.15058 -1.06867 -0.435
N 3.05966 0.21838 -0.33742 0.636
Cl 0.28822 -2.60236 -0.21832 -0.143
H -3.84266 2.16959 -1.11504 0.252
H -2.56705 2.65161 1.03210 0.220
H -3.41394 -0.06711 -2.15619 0.500
H -0.64579 1.06491 1.71965 0.182
H -1.60931 -1.54366 -1.62476 0.112
H 3.08266 -1.73027 0.49039 0.221
H 4.67706 -1.06720 -0.37604 0.289
H 4.19840 -0.39836 1.32737 0.250
H 0.80261 -0.80186 1.37159 0.558
```

Computed properties:
Net charge: 0
Relative energy (zero: lowest compared OMol25 entry of this formula, charge and spin) (kJ/mol): 501.0
HOMO-LUMO gap (spin up / spin down) (eV): 7.46 / 7.46
Largest force on an atom (eV/A): 4.93
LUMO level (spin up / spin down) (eV): -1.303 / -1.303
Electronic energy (hartree): -1027.36848

Record 4
DFT (ωB97M-V/def2-TZVPD) results for C9H9ClNO2 as an isolated structure in a non-equilibrium geometry.

The geometry in XYZ format:
```
22
Properties=species:S:1:pos:R:3:mulliken_charge:R:1
C -0.76892 2.60871 0.28215 -0.402
C -0.48922 1.19627 0.30407 -0.021
C 0.15877 3.42180 -0.24315 -0.098
C 1.35122 -0.58656 0.30525 -0.405
C 0.78694 -1.71765 0.76154 0.075
C -4.72847 1.24590 0.46276 0.535
C 1.83356 1.94191 -0.46297 -0.452
C 0.76807 0.73811 0.14742 0.496
C 1.34418 -3.07831 0.88743 -1.300
N 1.43011 3.16597 -0.51292 -0.578
O -3.58372 1.47285 0.56981 -0.413
O -5.84524 1.39358 0.67821 -0.442
Cl -4.76782 -0.35880 -1.08451 -0.708
H -1.77461 2.94152 0.52950 0.377
H -1.21804 0.44139 0.62583 0.310
H -0.06489 4.52844 -0.29774 0.308
H 2.48752 -0.59442 0.14834 0.141
H -0.36093 -1.57011 0.82559 0.231
H 2.86627 1.88440 -0.35945 0.367
H 0.72345 -3.56684 1.64692 0.315
H 1.18870 -3.54378 -0.00540 0.324
H 2.43699 -3.21372 1.01877 0.339
```

Computed properties:
Net charge: -1
Relative energy (zero: lowest compared OMol25 entry of this formula, charge and spin) (kJ/mol): 58.2
HOMO-LUMO gap (eV): 7.80
Largest force on an atom (eV/A): 6.06
LUMO level (eV): 3.015
Electronic energy (hartree): -1013.79200

Record 5
DFT (ωB97M-V/def2-TZVPD) results for a 2-piece molecular cluster, C9H9F3O5 overall in a non-equilibrium geometry.

The geometry in XYZ format:
```
26
Properties=species:S:1:pos:R:3:mulliken_charge:R:1
C -0.56284 1.37536 -0.17485 -0.861
C -1.38735 2.52891 -0.70353 -0.409
O -0.57514 3.44475 -1.46267 -0.309
C -0.33401 3.10244 -2.72003 0.335
O -0.72338 2.11917 -3.27396 -0.508
C 0.50095 4.19537 -3.40203 0.902
F 1.50802 4.60243 -2.62201 -0.248
F -0.26294 5.26141 -3.67510 -0.254
F 1.01890 3.75763 -4.54465 -0.240
H 0.28569 1.74521 0.40221 0.282
H -1.17018 0.73644 0.46343 0.315
H -0.16396 0.77210 -0.98861 0.305
H -1.79605 3.10978 0.12078 0.347
H -2.22535 2.18081 -1.30624 0.339
C 0.56500 -2.12058 -0.26801 -0.048
C -0.14307 -1.81110 0.63643 -0.184
O -0.63006 -1.40203 1.79088 -0.291
C -0.15298 -2.23069 2.80853 0.542
O 0.61137 -1.82190 3.60125 -0.423
O -0.73645 -3.43531 2.77708 -0.282
C 0.12961 -4.51970 2.82872 0.012
C 1.42965 -4.52349 2.59929 -0.715
H 1.23755 -2.46821 -1.00119 0.419
H -0.36447 -5.44467 3.06775 0.387
H 2.10081 -3.71795 2.84419 0.317
H 1.84069 -5.43617 2.20232 0.266
```

Computed properties:
Net charge: 0
Relative energy (zero: lowest compared OMol25 entry of this formula, charge and spin) (kJ/mol): 397.2
HOMO-LUMO gap (eV): 10.56
Largest force on an atom (eV/A): 1.01
LUMO level (eV): 0.589
Electronic energy (hartree): -1024.01420
SMILES string: CCOC(=O)C(F)(F)F.C#COC(=O)OC=C

Record 6
DFT (ωB97M-V/def2-TZVPD) results for an isolated ion of composition C9H9N2O4 and charge -1 in a non-equilibrium geometry.

The geometry in XYZ format:
```
24
Properties=species:S:1:pos:R:3:mulliken_charge:R:1
C -3.06455 -0.96922 0.02536 -1.344
C -1.71006 -0.66387 -0.41508 0.367
N -0.77141 -0.76150 0.35881 -0.611
C 0.60283 -0.52039 -0.08244 0.783
N 1.09185 -1.90428 -0.71018 1.023
O 2.28069 -2.13594 -0.68437 -0.626
O 0.27698 -2.45374 -1.39158 -0.642
C 1.60924 -0.40718 1.38874 -0.985
C 2.75826 0.25864 1.35036 -0.033
C 3.14666 0.99141 0.18750 -0.441
C 2.24756 1.09919 -0.90484 -0.808
C 0.91190 0.59567 -0.97286 -0.140
C -0.16007 2.06859 -0.68019 0.633
O -0.80008 2.18657 -1.68027 -0.637
O -0.16205 2.38033 0.45494 -0.581
H -3.13867 -1.19374 1.14469 0.318
H -3.64314 0.03357 0.17931 0.274
H -3.67373 -1.51961 -0.70818 0.309
H -1.77103 -0.38282 -1.41055 0.426
H 1.29545 -0.87996 2.30484 0.333
H 3.54702 0.43124 2.16757 0.221
H 4.11066 1.44763 0.28724 0.376
H 2.52831 1.75505 -1.64453 0.477
H 0.45486 0.41069 -1.99005 0.309
```

Computed properties:
Net charge: -1
Relative energy (zero: lowest compared OMol25 entry of this formula, charge and spin) (kJ/mol): 284.6
HOMO-LUMO gap (eV): 7.18
Largest force on an atom (eV/A): 5.51
LUMO level (eV): 3.595
Electronic energy (hartree): -758.67449
SMILES string: C/C=N/[C@]1([N+](=O)[O-])C=CC=C[C@@H]1C(=O)[O-]